# 1
Below is a cluster of 5 separate species, C20H37Br8N4 in total at a distorted geometry, with properties calculated with wB97M-V/def2-TZVPD.

- E_tot (eV) = -587632.76737
- E_HOMO (eV) = -10.40
- net charge = +1
- LUMO level (eV) = -3.728

Element x y z (Å)
N: 1.86 -0.52 0.01
C: 1.90 0.69 -0.57
N: 2.73 0.86 -1.71
C: 2.15 1.89 -2.62
C: 1.87 3.24 -1.87
C: 1.55 3.04 -0.33
N: 1.05 1.68 0.00
C: -0.37 1.56 -0.46
C: -1.21 0.39 0.19
C: -1.32 -0.93 -0.66
C: -1.64 -0.72 -2.19
N: -2.54 0.40 -2.48
C: -2.32 1.44 -3.38
C: -3.45 2.37 -3.41
C: -4.37 1.73 -2.40
C: -3.78 0.51 -1.84
H: 1.71 -1.32 -0.61
H: 2.01 -0.60 1.02
H: 2.69 -0.04 -2.23
H: 2.82 2.05 -3.51
H: 1.16 1.55 -3.06
H: 1.08 3.83 -2.42
H: 2.82 3.85 -1.93
H: 2.48 3.28 0.26
H: 0.82 3.86 -0.06
H: -0.37 1.57 -1.58
H: -0.88 2.52 -0.16
H: -2.22 0.78 0.47
H: -0.71 0.10 1.17
H: -2.18 -1.53 -0.23
H: -0.42 -1.62 -0.56
H: -2.12 -1.67 -2.59
H: -0.66 -0.58 -2.74
H: -1.38 1.47 -3.97
H: -3.58 3.30 -4.01
H: -5.36 2.18 -2.17
H: -4.22 -0.20 -1.09
Br: 8.54 -1.81 -3.06
C: 7.14 -0.46 -3.10
C: 6.09 -0.72 -2.05
Br: 4.90 -2.17 -2.57
H: 6.73 -0.45 -4.11
H: 7.65 0.49 -2.91
H: 5.45 0.15 -1.92
H: 6.52 -0.99 -1.08
Br: -0.04 -4.18 4.25
C: -0.43 -2.42 4.98
C: -0.37 -1.36 3.92
Br: 1.48 -0.92 3.47
H: 0.28 -2.26 5.80
H: -1.44 -2.50 5.39
H: -0.80 -0.43 4.28
H: -0.86 -1.65 2.99
Br: -8.18 2.83 -2.13
C: -8.46 3.86 -0.49
C: -7.63 5.12 -0.49
Br: -5.76 4.73 -0.09
H: -8.24 3.19 0.34
H: -9.52 4.10 -0.49
H: -7.96 5.79 0.31
H: -7.65 5.65 -1.44
Br: 2.08 -7.94 4.11
C: 3.44 -7.52 5.43
C: 3.37 -6.07 5.86
Br: 4.13 -4.89 4.50
H: 4.40 -7.79 4.99
H: 3.23 -8.17 6.27
H: 3.97 -5.90 6.75
H: 2.35 -5.73 6.04

natural (NBO) atomic charge list, values in e, 8 entries: number 1, N, carries -0.795; number 2, C, carries 0.760; number 3, N, carries -0.571; number 4, C, carries -0.249; number 5, C, carries -0.446; number 6, C, carries -0.246; number 7, N, carries -0.443; number 8, C, carries -0.235

# 2
Below is a structure of composition C20H37BrN11O4PPt, with properties calculated with wB97M-V/def2-TZVPD.

- E_tot (eV) = -128486.51174
- E_HOMO (spin up / spin down) (eV) = -13.57 / -13.69
- <S²> = 2.00
- net charge = +2
- LUMO level (spin up / spin down) (eV) = -5.520 / -6.335
- 2S+1 = 3

Element x y z (Å)
Pt: -0.19 0.14 0.18
N: -3.22 -4.65 0.27
C: -1.92 -4.40 -0.46
P: -1.76 -2.56 -0.67
O: -2.96 -2.03 0.08
O: -0.36 -2.19 -0.32
C: -2.10 -2.14 -2.44
N: -2.91 -0.88 -2.44
H: -3.92 -5.08 -0.33
H: -3.56 -3.70 0.55
H: -3.10 -5.24 1.09
H: -1.90 -4.98 -1.38
H: -1.10 -4.73 0.17
H: -2.67 -2.92 -2.94
H: -1.18 -1.96 -2.99
H: -3.57 -0.91 -1.66
H: -3.42 -0.75 -3.32
H: -2.27 -0.04 -2.27
Br: -2.93 3.85 -6.05
C: -2.54 4.03 -4.22
C: -2.80 5.24 -3.56
N: -2.54 5.43 -2.27
C: -2.01 4.43 -1.58
C: -1.73 3.18 -2.15
C: -2.00 2.99 -3.50
C: -1.17 2.11 -1.32
O: -1.09 0.90 -1.80
O: -0.76 2.32 -0.16
H: -3.22 6.07 -4.11
H: -1.81 4.60 -0.53
H: -1.77 2.05 -3.99
C: 0.87 1.00 2.91
N: -0.03 -0.03 2.31
C: 0.39 -1.38 2.83
N: 0.36 -1.42 4.27
C: 1.25 -0.39 4.79
N: 0.84 0.95 4.35
C: -0.52 1.20 4.81
N: -1.45 0.19 4.28
C: -1.42 0.24 2.84
C: -1.01 -1.13 4.73
H: 0.55 1.98 2.56
H: 1.89 0.81 2.56
H: 1.40 -1.58 2.47
H: -0.29 -2.12 2.40
H: 2.27 -0.59 4.45
H: 1.24 -0.42 5.88
H: -0.84 2.19 4.49
H: -0.55 1.16 5.90
H: -1.72 1.23 2.50
H: -2.09 -0.51 2.42
H: -1.69 -1.89 4.33
H: -1.03 -1.17 5.81
C: 1.78 -0.37 -2.13
N: 3.08 -0.36 -2.74
C: 3.60 1.02 -2.74
N: 3.70 1.54 -1.37
C: 2.39 1.54 -0.77
N: 1.82 0.15 -0.72
C: 2.79 -0.71 0.04
N: 4.09 -0.71 -0.57
C: 3.99 -1.20 -1.95
C: 4.59 0.68 -0.60
H: 1.39 -1.39 -2.08
H: 1.09 0.27 -2.69
H: 2.93 1.65 -3.32
H: 4.58 1.03 -3.20
H: 1.71 2.17 -1.34
H: 2.45 1.92 0.26
H: 2.38 -1.73 0.05
H: 2.86 -0.33 1.06
H: 3.61 -2.22 -1.93
H: 4.97 -1.19 -2.40
H: 5.58 0.69 -1.06
H: 4.67 1.06 0.42

natural (NBO) atomic charge list, values in e, 8 entries: number 1, Pt, carries 1.221; number 2, N, carries -0.691; number 3, C, carries -0.616; number 4, P, carries 2.142; number 5, O, carries -1.160; number 6, O, carries -1.131; number 7, C, carries -0.611; number 8, N, carries -0.708

# 3
Below is a structure of composition C20H37N2O2OsP3 at a distorted geometry, with properties calculated with wB97M-V/def2-TZVPD.

- E_tot (eV) = -58703.60443
- E_HOMO (spin up / spin down) (eV) = -18.23 / -20.99
- <S²> = 6.05
- net charge = +4
- LUMO level (spin up / spin down) (eV) = -12.126 / -16.369
- 2S+1 = 5

Element x y z (Å)
P: -2.86 -0.35 0.03
C: -3.82 0.69 1.16
H: -4.84 0.27 1.20
H: -3.86 1.72 0.81
H: -3.37 0.67 2.16
C: -3.59 0.01 -1.59
H: -3.35 -0.75 -2.33
H: -3.20 0.96 -1.97
H: -4.68 0.09 -1.46
C: -3.37 -2.03 0.54
H: -4.45 -2.12 0.36
H: -3.15 -2.15 1.61
H: -2.82 -2.81 0.00
P: 1.59 -2.18 1.76
C: 1.63 -1.64 3.49
H: 2.31 -2.27 4.07
H: 0.62 -1.70 3.92
H: 1.95 -0.60 3.53
C: 0.84 -3.86 1.88
H: 0.95 -4.45 0.96
H: -0.24 -3.76 2.06
H: 1.27 -4.42 2.72
C: 3.36 -2.17 1.26
H: 3.92 -2.96 1.77
H: 3.78 -1.19 1.53
H: 3.50 -2.28 0.17
P: 1.75 1.87 -1.29
C: 2.28 3.34 -0.39
H: 2.77 4.01 -1.11
H: 2.98 3.06 0.41
H: 1.43 3.84 0.06
C: 3.35 1.31 -1.98
H: 3.90 2.20 -2.31
H: 3.21 0.60 -2.80
H: 3.92 0.81 -1.19
C: 0.73 2.51 -2.66
H: 1.41 2.99 -3.37
H: 0.00 3.23 -2.28
H: 0.17 1.71 -3.15
Os: 0.34 -0.89 -0.27
C: -0.68 -0.69 1.32
O: -1.14 -0.48 2.40
C: 1.45 0.34 0.69
O: 2.01 1.01 1.50
C: 1.72 -1.62 -1.91
C: 0.84 -0.82 -2.65
C: -0.53 -1.01 -2.57
C: -1.04 -2.08 -1.83
C: -0.19 -2.90 -1.08
C: 1.20 -2.69 -1.15
H: 2.79 -1.41 -1.94
H: 1.22 0.00 -3.24
H: -1.22 -0.32 -3.07
H: -2.10 -2.24 -1.81
H: -0.61 -3.69 -0.47
H: 1.88 -3.32 -0.57
N: -1.32 4.02 1.75
C: -1.84 4.07 0.47
C: -1.51 2.86 -0.12
N: -0.79 2.10 0.79
C: -0.70 2.82 1.91
H: -1.38 4.75 2.46
H: -2.37 4.91 0.07
H: -1.78 2.54 -1.11
H: -0.23 2.58 2.86

natural (NBO) atomic charge list, values in e, 8 entries: number 1, P, carries 1.258; number 2, C, carries -0.967; number 3, H, carries 0.302; number 4, H, carries 0.240; number 5, H, carries 0.275; number 6, C, carries -0.978; number 7, H, carries 0.260; number 8, H, carries 0.244

# 4
Below is the ion C20H37N6 with charge +1 at a distorted geometry, with properties calculated with wB97M-V/def2-TZVPD.

- E_tot (eV) = -30274.65697
- E_HOMO (eV) = -12.22
- energy above the lowest of the compared OMol25 structures with the same formula, charge and spin (kJ/mol) = 73.0
- net charge = +1
- LUMO level (eV) = -2.133

Element x y z (Å)
C: -1.33 -4.64 0.88
H: -1.15 -4.14 1.83
C: -2.39 -3.94 0.05
C: -1.97 -2.54 -0.41
C: -1.94 -1.54 0.75
H: -2.96 -1.43 1.13
H: -1.35 -1.93 1.59
C: -1.41 -0.15 0.36
C: -2.06 0.88 1.23
N: -1.56 1.14 2.42
N: -2.36 2.03 2.98
N: -3.31 2.33 2.20
N: -3.17 1.63 1.07
C: -4.08 1.86 -0.03
H: -4.85 2.51 0.39
C: -4.71 0.58 -0.61
H: -4.41 -0.31 -0.06
C: -4.29 0.53 -2.08
H: -5.04 0.05 -2.71
C: -4.07 1.99 -2.45
H: -3.47 2.12 -3.35
H: -5.03 2.49 -2.59
C: -3.38 2.56 -1.21
H: -3.46 3.64 -1.14
H: -2.31 2.31 -1.23
H: -3.35 -0.03 -2.20
H: -5.79 0.65 -0.54
H: -1.57 0.04 -0.70
N: 0.06 0.02 0.67
H: 0.08 0.14 1.70
C: 0.96 -1.09 0.29
H: 0.60 -2.03 0.71
C: 2.36 -0.80 0.81
N: 2.86 0.42 0.21
C: 2.01 1.52 0.61
C: 0.60 1.27 0.09
H: -0.04 2.11 0.37
H: 0.62 1.17 -0.99
H: 2.38 2.44 0.17
H: 1.98 1.65 1.71
C: 4.28 0.63 0.48
C: 5.14 -0.46 -0.19
H: 5.43 -1.22 0.52
H: 4.57 -0.93 -0.99
C: 6.38 0.25 -0.78
H: 6.32 0.28 -1.86
H: 7.30 -0.25 -0.50
C: 6.32 1.68 -0.22
H: 6.82 2.40 -0.87
H: 6.77 1.72 0.77
C: 4.82 1.94 -0.11
H: 4.61 2.81 0.52
H: 4.39 2.10 -1.10
H: 4.46 0.63 1.57
H: 3.01 -1.63 0.54
H: 2.34 -0.74 1.92
H: 0.98 -1.16 -0.80
H: -1.00 -2.61 -0.89
H: -2.69 -2.18 -1.15
H: -3.32 -3.87 0.63
H: -2.60 -4.54 -0.83
H: -0.39 -4.70 0.33
H: -1.65 -5.66 1.10

natural (NBO) atomic charge list, values in e, 8 entries: number 1, C, carries -0.612; number 2, H, carries 0.196; number 3, C, carries -0.395; number 4, C, carries -0.402; number 5, C, carries -0.412; number 6, H, carries 0.237; number 7, H, carries 0.223; number 8, C, carries -0.072